1.
# C4H5NO

One molecule with the formula C4H5NO at a distorted geometry (ωB97M-V/def2-TZVPD, OMol25).

Each line ends with the natural charge from an NBO analysis.
Geometry (Å):
C1 0.5730 0.8070 -0.8424  -0.593
C2 -0.0722 0.2046 0.4069  -0.424
C3 0.8455 -0.7105 1.1033  0.279
N1 1.5676 -1.4497 1.6230  -0.300
C4 -1.3483 -0.5798 0.0715  0.455
O1 -1.6045 -0.9601 -1.0397  -0.485
H1 1.5135 1.3030 -0.5910  0.226
H2 0.7637 0.0279 -1.5824  0.237
H3 -0.1033 1.5396 -1.2907  0.224
H4 -0.3443 0.9900 1.1239  0.255
H5 -2.0273 -0.7751 0.9239  0.126

Output
Energy relative to the best compared isomer or geometry (same formula, charge and spin) in kJ/mol: 70.8
Gap between HOMO and LUMO in eV: 11.17
LUMO in eV: 0.514
Structure (SMILES): C[C@H](C#N)C=O


2.
# C5H15NO

A 2-piece molecular cluster, C5H15NO overall at a distorted geometry (ωB97M-V/def2-TZVPD, OMol25).

Each line ends with the natural charge from an NBO analysis.
Geometry (Å):
C1 2.0757 0.6863 0.0776  -0.583
C2 0.6362 0.1412 -0.2550  -0.088
C3 -0.5012 1.1185 -0.0370  -0.239
C4 -1.7935 0.5683 -0.6605  -0.608
C5 -0.6983 1.4986 1.4241  -0.637
N1 0.5318 -1.0488 0.5239  -0.286
H1 2.4314 0.3753 1.0633  0.230
H2 1.9714 1.7751 0.1364  0.271
H3 2.8183 0.4076 -0.6693  0.257
H4 0.6486 -0.1683 -1.2940  0.258
H5 -0.2632 2.0127 -0.6081  0.235
H6 -1.7065 0.4927 -1.7491  0.225
H7 -2.0705 -0.3755 -0.2077  0.209
H8 -2.6131 1.2416 -0.4618  0.242
H9 0.2574 1.7783 1.8908  0.217
H10 -1.1890 0.7055 1.9805  0.209
H11 -1.2826 2.4218 1.4689  0.259
H12 0.2823 -0.8804 1.5110  0.413
H13 1.3731 -1.6265 0.5035  0.414
H14 -0.6916 -4.2878 -1.8926  0.488
H15 -0.0371 -2.9828 -1.5676  0.448
O1 -0.1794 -3.8533 -1.1775  -0.932

Output
Energy relative to the best compared isomer or geometry (same formula, charge and spin) in kJ/mol: 74.5
Spin multiplicity: 2
Gap between HOMO and LUMO (alpha / beta) in eV: 11.77 / 6.61
Charge: +1
LUMO (alpha / beta) in eV: -3.202 / -8.348


3.
# C7H9NOS

C7H9NOS as an isolated structure at a distorted geometry (ωB97M-V/def2-TZVPD, OMol25).

Each line ends with the natural charge from an NBO analysis.
Geometry (Å):
C1 -0.2048 0.9881 -1.7978  0.076
C2 0.1466 0.4450 -0.6317  -0.096
C3 1.4286 1.0519 -0.2955  0.129
C4 -1.0205 -0.5044 1.7748  -0.491
C5 -0.9066 -0.8458 0.3324  -0.106
C6 2.4828 0.6625 0.6586  -0.640
C7 -2.0572 -1.4341 -0.4612  -0.649
N1 1.7085 1.8903 -1.2107  -0.123
O1 0.7105 1.9262 -2.1757  -0.288
S1 0.0487 -1.9574 1.3425  0.114
H1 -0.9809 0.7910 -2.5117  0.213
H2 -0.5269 0.3786 2.2967  0.244
H3 -1.8881 -0.8923 2.3823  0.234
H4 2.2484 0.9166 1.6227  0.223
H5 2.7886 -0.3398 0.4615  0.239
H6 3.3017 1.3468 0.5330  0.236
H7 -2.6522 -2.1639 0.0379  0.236
H8 -1.8878 -1.7318 -1.5866  0.238
H9 -2.7394 -0.5276 -0.7715  0.213

Output
Energy relative to the best compared isomer or geometry (same formula, charge and spin) in kJ/mol: 316.6
Gap between HOMO and LUMO in eV: 9.67
LUMO in eV: 0.701


4.
# C31H28BrCoN6O4

C31H28BrCoN6O4 as an isolated structure (ωB97M-V/def2-TZVPD, OMol25).

Each line ends with the Löwdin spin population.
Geometry (Å):
Co1 -0.9102 0.2906 -0.3801  0.973
O1 -6.9889 -1.0406 -1.4875  0.000
C1 -6.8034 0.2093 -1.4017  0.000
O2 -7.5109 1.1455 -1.7301  0.000
C2 -5.4053 0.5583 -0.8713  0.001
C3 -4.8721 -0.0697 0.2517  0.000
C4 -3.5181 0.0520 0.4916  0.000
N1 -2.7411 0.7316 -0.3541  -0.008
C5 -3.2447 1.4074 -1.3887  0.001
C6 -4.5992 1.3903 -1.6464  -0.001
C7 -2.1783 1.9759 -2.2415  0.001
C8 -2.3978 2.8708 -3.2706  0.000
C9 -1.3169 3.3063 -4.0220  0.000
C10 -0.0510 2.8319 -3.7227  0.000
C11 0.0945 1.9388 -2.6765  0.001
N2 -0.9391 1.5145 -1.9476  -0.003
C12 -2.7311 -0.5873 1.5675  0.001
C13 -3.2904 -1.1672 2.6867  0.000
C14 -2.4507 -1.6854 3.6629  0.001
C15 -1.0826 -1.6038 3.4850  0.000
C16 -0.5932 -1.0306 2.3239  0.001
N3 -1.3900 -0.5320 1.3782  -0.005
H1 -5.4989 -0.7193 0.8478  0.000
H2 -5.0435 1.9072 -2.4867  0.000
H3 -3.3988 3.2226 -3.4760  0.000
H4 -1.4644 4.0088 -4.8309  0.000
H5 0.8164 3.1454 -4.2849  0.000
H6 1.0650 1.5455 -2.4073  0.000
H7 -4.3646 -1.1980 2.8004  0.000
H8 -2.8655 -2.1373 4.5537  0.000
H9 -0.3906 -1.9822 4.2229  0.000
H10 0.4722 -0.9763 2.1507  0.000
O3 -5.4077 -2.9053 -0.9900  0.003
C17 -4.1743 -2.6492 -1.3277  0.003
C18 -3.8208 -1.7723 -2.3728  -0.001
C19 -2.5183 -1.3609 -2.4655  0.005
N4 -1.5211 -1.7682 -1.6487  0.019
C20 -1.8514 -2.7651 -0.8303  0.005
Br1 -0.4151 -3.5747 0.1231  0.001
C21 -3.1192 -3.2474 -0.6166  0.001
H11 -6.0556 -2.1368 -1.2756  0.000
H12 -4.5828 -1.3870 -3.0362  0.000
H13 -2.2340 -0.6290 -3.2137  0.000
H14 -3.3199 -4.0206 0.1104  0.000
C22 6.1564 0.2916 3.9766  0.000
C23 5.6772 1.4862 3.1676  0.000
N5 5.0666 1.0960 1.8893  0.000
C24 5.8037 1.4126 0.6692  0.000
C25 7.0678 0.5834 0.5020  0.000
C26 3.8081 0.6248 1.9380  0.000
O4 3.1494 0.5605 2.9693  0.000
C27 3.1388 0.1080 0.6876  0.000
C28 3.6833 -0.8055 -0.2038  -0.001
C29 2.8741 -1.3557 -1.1866  0.000
C30 1.5420 -0.9968 -1.2433  -0.001
N6 1.0119 -0.1129 -0.3833  -0.004
C31 1.7991 0.4281 0.5499  0.004
H15 6.6152 0.6314 4.9051  0.000
H16 6.8958 -0.2892 3.4245  0.000
H17 5.3183 -0.3559 4.2298  0.000
H18 6.5057 2.1541 2.9316  0.000
H19 4.9398 2.0524 3.7360  0.000
H20 6.0623 2.4742 0.7046  0.000
H21 5.1426 1.2885 -0.1860  0.000
H22 7.7630 0.7561 1.3234  0.000
H23 7.5745 0.8550 -0.4240  0.000
H24 6.8459 -0.4845 0.4748  0.000
H25 4.7186 -1.1085 -0.1162  0.000
H26 3.2597 -2.0840 -1.8855  0.000
H27 0.8526 -1.4329 -1.9534  0.000
H28 1.3411 1.1168 1.2499  0.003

Output
Spin multiplicity: 2
Gap between HOMO and LUMO (alpha / beta) in eV: 7.26 / 7.16
Charge: +1
LUMO (alpha / beta) in eV: -3.848 / -3.958


5.
# C40H40BrN11O4Ti

C40H40BrN11O4Ti as an isolated structure (ωB97M-V/def2-TZVPD, OMol25).

Each line ends with the Löwdin spin population.
Geometry (Å):
Ti1 0.1124 -1.2079 1.0022  0.029
O1 -1.7747 2.2562 -3.1862  0.000
C1 -2.3051 2.5141 -1.9381  0.000
C2 -3.4421 3.2929 -1.7828  0.000
C3 -3.9613 3.5063 -0.5142  0.000
C4 -3.3536 2.9362 0.5944  0.001
C5 -2.2222 2.1537 0.4255  0.001
C6 -1.6836 1.9266 -0.8374  0.000
C7 -0.4265 1.0997 -0.9978  0.001
O2 -0.2775 0.2669 0.1403  0.011
N1 0.7118 1.9558 -1.1433  0.000
N2 1.8656 1.2285 -1.3588  0.000
C8 2.9309 1.6888 -0.8425  0.000
C9 4.2371 1.0557 -1.0016  0.000
Br1 4.2581 -0.6944 -1.7295  0.000
C10 5.3876 1.5975 -0.5960  0.000
C11 5.5540 2.9585 -0.0551  0.000
C12 6.3612 3.1446 1.0679  0.000
C13 6.5371 4.4076 1.6071  0.000
C14 5.9262 5.5071 1.0184  0.000
C15 5.1475 5.3378 -0.1167  0.000
C16 4.9639 4.0718 -0.6529  0.000
H1 -2.1010 2.9082 -3.8178  0.000
H2 -3.9183 3.7301 -2.6531  0.000
H3 -4.8466 4.1171 -0.3986  0.000
H4 -3.7552 3.0898 1.5872  0.000
H5 -1.7437 1.7068 1.2859  0.002
H6 -0.4547 0.4629 -1.8859  0.000
H7 0.7786 2.6339 -0.3848  0.000
H8 2.9183 2.5896 -0.2253  0.000
H9 6.2824 0.9875 -0.6496  0.000
H10 6.8466 2.2890 1.5223  0.000
H11 7.1587 4.5371 2.4831  0.000
H12 6.0721 6.4952 1.4339  0.000
H13 4.6935 6.1951 -0.5960  0.000
H14 4.3888 3.9490 -1.5625  0.000
C17 3.9754 -1.1093 2.8351  0.024
C18 3.8619 -0.2290 3.9272  0.021
C19 2.6516 0.3251 4.2119  0.012
C20 1.5066 0.0197 3.4332  0.028
N3 1.6390 -0.8157 2.3550  0.038
C21 2.8674 -1.3655 2.0907  0.013
N4 0.3573 0.6029 3.8124  0.076
C22 -0.8273 0.2254 3.3903  0.097
N5 -1.1292 -0.7990 2.5187  0.000
C23 -2.5061 -0.8335 2.3333  0.186
N6 -3.1831 -1.6864 1.5706  0.018
C24 -2.5988 -2.6787 0.9255  0.075
C25 -3.4570 -3.7075 0.4120  0.001
C26 -2.9529 -4.8668 -0.0832  0.045
C27 -1.5425 -5.0403 -0.1096  0.031
C28 -0.7577 -4.0073 0.2883  0.024
N7 -1.2293 -2.7894 0.7180  0.075
C29 -3.1051 0.1958 3.1334  0.034
C30 -4.4351 0.5823 3.3181  0.032
C31 -4.6795 1.6426 4.1650  0.011
C32 -3.6313 2.3115 4.8265  0.042
C33 -2.3176 1.9259 4.6548  0.008
C34 -2.0658 0.8567 3.7973  0.051
H15 4.9137 -1.5722 2.5680  0.001
H16 4.7254 0.0029 4.5367  0.001
H17 2.5028 1.0012 5.0405  0.000
H18 2.9188 -2.0131 1.2289  0.000
H19 -4.5200 -3.5453 0.5350  -0.001
H20 -3.6135 -5.6598 -0.4104  0.002
H21 -1.0887 -5.9724 -0.4122  0.001
H22 0.3148 -4.1338 0.3052  0.001
H23 -5.2375 0.0603 2.8142  0.002
H24 -5.6978 1.9679 4.3347  0.000
H25 -3.8673 3.1361 5.4860  0.002
H26 -1.5049 2.4263 5.1638  0.000
N8 1.0583 -1.4455 -3.3613  0.000
C35 0.5406 -2.4809 -2.4697  0.000
C36 0.1872 -3.7495 -3.2357  0.001
C37 -0.8634 -3.5200 -4.3194  0.000
C38 -2.3231 -3.4758 -3.8519  0.000
N9 -2.6473 -2.6909 -2.6541  0.001
C39 -2.6399 -1.3650 -2.5764  0.000
N10 -3.2083 -0.7634 -1.5304  0.001
N11 -2.0716 -0.6354 -3.5400  0.000
C40 1.4854 -2.7735 -1.3020  0.000
O3 2.3212 -3.6338 -1.2713  0.000
O4 1.2116 -1.9696 -0.2704  0.000
H27 1.8733 -1.7949 -3.8574  0.000
H28 1.3790 -0.6401 -2.8236  0.000
H29 -0.3533 -2.0735 -1.9956  0.000
H30 -0.1554 -4.5091 -2.5282  0.001
H31 1.1027 -4.1446 -3.6822  0.000
H32 -0.8194 -4.3340 -5.0459  0.000
H33 -0.6010 -2.6235 -4.8847  0.000
H34 -2.6548 -4.4859 -3.6146  0.000
H35 -2.9544 -3.1186 -4.6682  0.000
H36 -2.8956 -3.1931 -1.8110  0.001
H37 -3.7194 -1.2960 -0.8443  0.000
H38 -3.0730 0.2217 -1.3529  0.000
H39 -1.2820 -1.0344 -4.0305  0.000
H40 -2.0500 0.3764 -3.4349  0.000

Output
Energy relative to the best compared isomer or geometry (same formula, charge and spin) in kJ/mol: 15.7
Spin multiplicity: 2
Gap between HOMO and LUMO (alpha / beta) in eV: 5.10 / 7.25
Charge: +1
LUMO (alpha / beta) in eV: -2.898 / -3.239


6.
# H5N4

H5N4 as an isolated structure at a distorted geometry (ωB97M-V/def2-TZVPD, OMol25).

Each line ends with the natural charge from an NBO analysis.
Geometry (Å):
N1 -2.0362 0.1109 0.0301  -0.496
N2 -0.2512 0.0872 0.1251  -0.249
N3 1.8924 -0.0561 0.0177  -0.459
N4 0.8650 0.5885 -0.1892  0.166
H1 -2.3513 -0.0219 -0.9728  0.395
H2 -2.3550 1.0361 0.3148  0.386
H3 -0.4883 -0.8554 0.6507  0.415
H4 2.7617 0.1565 -0.4855  0.441
H5 1.9628 -1.0457 0.5091  0.402

Output
Energy relative to the best compared isomer or geometry (same formula, charge and spin) in kJ/mol: 259.9
Gap between HOMO and LUMO in eV: 10.76
Charge: +1
LUMO in eV: -5.702


Number 1: calculated total energy -285.38761 hartree. Number 2: calculated total energy -329.16788 hartree. Number 3: calculated total energy -800.16356 hartree. Number 4: calculated total energy -5784.31443 hartree. Number 5: calculated total energy -5875.03950 hartree. Number 6: calculated total energy -221.57727 hartree.